[1]
Below is a structure of composition C26H29BF6N7O3SSbZr, with properties calculated with ωB97M-V/def2-TZVPD.

Computed properties:
- Spin multiplicity: 2
- Charge: +3
- HOMO-LUMO gap (alpha / beta): 0.295 / 0.165 hartree
- HOMO level (alpha / beta): -16.561 / -16.561 eV
- ΔE to the lowest compared entry with this formula, charge and spin: 0.1325 eV

Atoms and positions in Å:
Zr  -0.09  -0.18  -0.59
C  -0.28  -0.39  3.84
C  -0.61  -0.78  2.55
N  0.05  -0.02  1.66
N  0.79  0.86  2.37
C  0.60  0.65  3.68
B  1.62  1.94  1.68
N  2.74  1.16  0.84
C  4.03  1.25  0.85
C  4.55  0.35  -0.13
C  3.38  -0.25  -0.70
N  2.31  0.21  -0.13
N  0.80  2.69  0.64
C  0.64  4.01  0.51
C  -0.18  4.26  -0.57
C  -0.48  3.00  -1.07
N  0.11  2.05  -0.34
H  -0.64  -0.81  4.77
H  -1.27  -1.56  2.22
H  1.11  1.27  4.41
H  2.17  2.66  2.45
H  4.55  1.92  1.52
H  5.59  0.18  -0.39
H  3.33  -0.99  -1.48
H  1.11  4.70  1.20
H  -0.50  5.21  -0.95
H  -1.09  2.75  -1.93
F  -0.78  0.49  -2.54
Sb  0.65  0.13  -3.95
F  1.13  -0.92  -2.26
F  1.58  1.47  -3.04
F  2.18  -0.48  -4.77
F  -0.18  1.28  -5.12
F  -0.37  -1.37  -4.37
O  -2.03  0.10  -0.13
S  -3.39  0.38  -0.88
C  -4.29  1.33  0.31
C  -3.83  1.50  1.60
C  -4.59  2.26  2.47
C  -5.78  2.84  2.04
C  -6.22  2.66  0.73
C  -5.47  1.91  -0.16
C  -4.21  -1.17  -0.90
C  -4.35  -1.77  -2.15
C  -5.01  -2.98  -2.24
C  -5.53  -3.58  -1.09
C  -5.38  -2.97  0.15
C  -4.73  -1.75  0.26
H  -2.90  1.05  1.93
H  -4.26  2.41  3.49
H  -6.37  3.43  2.72
H  -7.14  3.12  0.39
H  -5.80  1.78  -1.18
H  -3.97  -1.27  -3.03
H  -5.17  -3.44  -3.21
H  -6.08  -4.51  -1.17
H  -5.81  -3.43  1.04
H  -4.65  -1.25  1.21
O  -1.13  -2.11  -1.38
C  -0.24  -2.80  -0.81
O  0.59  -2.25  -0.05
C  -0.19  -4.30  -1.04
N  -1.13  -4.63  -2.18
C  -2.05  -5.74  -1.70
C  -2.14  -5.46  -0.21
C  -0.70  -5.11  0.16
H  0.83  -4.57  -1.32
H  -0.64  -4.88  -3.04
H  -1.67  -3.78  -2.37
H  -1.56  -6.69  -1.91
H  -2.99  -5.68  -2.25
H  -2.51  -6.33  0.33
H  -2.82  -4.63  -0.03
H  -0.10  -6.01  0.27
H  -0.62  -4.54  1.09

[2]
Below is a structure of composition C26H29BNO10S2Tc, with properties calculated with ωB97M-V/def2-TZVPD.

Computed properties:
- Spin multiplicity: 4
- Charge: +1
- HOMO-LUMO gap (alpha / beta): 0.289 / 0.274 hartree
- HOMO level (alpha / beta): -11.690 / -11.798 eV
- ΔE to the lowest compared entry with this formula, charge and spin: 0.0000 eV

Atoms and positions in Å:
Tc  0.45  -0.75  -0.17
O  1.20  1.18  -0.12
S  2.84  0.70  -0.89
O  3.79  1.05  0.11
O  2.39  -0.77  -0.73
C  -0.31  -0.50  -2.03
C  0.42  -0.73  -3.20
C  -0.19  -0.51  -4.43
C  -1.51  -0.07  -4.50
C  -2.24  0.16  -3.34
C  -1.62  -0.06  -2.12
S  -2.47  0.22  -0.60
O  -3.63  -0.63  -0.51
O  -2.62  1.62  -0.39
O  -1.39  -0.34  0.38
H  1.44  -1.09  -3.16
H  0.36  -0.70  -5.34
H  -1.97  0.10  -5.47
H  -3.26  0.49  -3.38
C  2.47  5.10  -0.11
C  1.15  4.69  -0.76
C  0.85  5.56  -1.96
O  1.34  3.31  -1.22
B  0.86  2.54  -0.20
O  0.17  3.18  0.76
C  -0.02  4.55  0.26
C  -1.39  4.60  -0.39
C  0.05  5.50  1.43
H  3.27  4.99  -0.84
H  2.70  4.48  0.75
H  2.44  6.14  0.21
H  1.72  5.59  -2.62
H  0.62  6.58  -1.64
H  0.00  5.17  -2.53
H  -1.45  3.94  -1.26
H  -1.63  5.62  -0.71
H  -2.14  4.27  0.32
H  0.96  5.35  2.02
H  -0.81  5.34  2.08
H  0.03  6.53  1.08
C  1.08  -5.43  2.61
O  0.33  -4.22  2.64
C  0.99  -3.05  2.60
C  2.37  -2.91  2.54
C  2.95  -1.65  2.49
C  2.17  -0.51  2.50
C  0.79  -0.63  2.56
C  0.20  -1.90  2.58
N  -1.22  -1.98  2.66
C  -2.06  -2.64  1.92
C  -1.87  -3.53  0.83
C  -2.90  -4.49  0.68
C  -2.80  -5.52  -0.21
C  -1.67  -5.60  -1.02
C  -0.68  -4.65  -0.96
C  -0.77  -3.58  -0.07
O  0.17  -2.65  -0.14
H  0.36  -6.23  2.66
H  1.76  -5.49  3.46
H  1.64  -5.51  1.67
H  3.00  -3.79  2.52
H  4.03  -1.57  2.43
H  2.62  0.47  2.46
H  0.15  0.25  2.58
H  -1.64  -1.34  3.32
H  -3.09  -2.52  2.24
H  -3.77  -4.40  1.33
H  -3.59  -6.26  -0.28
H  -1.58  -6.41  -1.74
H  0.17  -4.67  -1.63

[3]
Below is a cluster of 3 separate species, C26H29Cl2F16N4O5P2 in total in a non-equilibrium geometry, with properties calculated with ωB97M-V/def2-TZVPD.

Computed properties:
- Spin multiplicity: 1
- Charge: +1
- HOMO-LUMO gap: 0.227 hartree
- HOMO level: -11.685 eV

Atoms and positions in Å:
C  -2.26  -3.52  0.27
C  -3.59  -2.58  0.44
P  -4.08  -1.65  -1.20
C  -3.54  -2.80  -2.63
C  -3.60  -2.13  -4.12
N  -3.04  -0.16  -1.12
N  -1.81  -0.44  -0.66
C  -1.02  0.79  -0.62
C  0.52  0.56  0.00
C  0.67  0.49  1.64
C  2.26  0.20  2.07
C  3.30  0.03  0.82
N  3.10  0.13  -0.65
C  1.70  0.39  -1.10
C  -1.37  2.28  -1.06
C  -0.23  3.47  -0.93
Cl  0.20  4.22  0.72
C  0.49  3.99  -2.16
C  0.11  3.31  -3.63
Cl  1.80  5.33  -2.10
C  -2.89  2.49  -1.61
N  -3.37  3.85  -2.06
C  -3.65  1.08  -1.55
P  -5.51  1.06  -2.10
O  -5.75  0.16  -3.42
O  -6.56  0.50  -0.77
O  -6.14  2.64  -2.52
H  -1.47  -3.07  -0.49
H  -2.52  -4.60  -0.16
H  -1.65  -3.68  1.28
H  -3.31  -1.75  1.24
H  -4.45  -3.26  0.85
H  -2.48  -3.29  -2.50
H  -4.31  -3.71  -2.64
H  -4.74  -2.06  -4.44
H  -3.18  -1.03  -4.06
H  -3.06  -2.78  -4.95
H  -0.20  0.61  2.41
H  2.59  0.12  3.21
H  4.42  -0.21  1.16
H  1.50  0.44  -2.28
H  0.81  3.72  -4.51
H  0.22  2.14  -3.56
H  -1.03  3.56  -3.88
H  -4.16  4.15  -1.43
H  -3.79  3.69  -3.03
H  -7.39  1.06  -0.74
H  -6.10  3.17  -1.67
C  0.05  2.41  6.38
C  -0.57  1.37  5.43
C  -2.02  1.63  5.01
F  -2.86  1.80  6.05
F  -2.50  0.57  4.30
F  -0.42  0.14  5.99
F  0.20  1.35  4.29
O  -0.06  2.16  7.78
C  -1.32  2.46  8.37
C  -2.14  1.21  8.73
F  -2.20  0.32  7.71
F  -3.43  1.54  9.03
F  -1.98  3.32  7.55
F  -1.06  3.17  9.50
H  1.13  2.40  6.18
H  -0.26  3.44  6.13
H  -2.08  2.51  4.37
H  -1.71  0.70  9.59
C  6.81  -2.49  -4.84
C  7.79  -2.61  -3.67
C  7.65  -3.87  -2.81
F  6.40  -4.06  -2.32
F  8.48  -3.80  -1.73
F  7.73  -1.48  -2.92
F  9.06  -2.62  -4.21
O  5.59  -1.77  -4.59
C  4.58  -2.50  -3.89
C  4.40  -2.05  -2.43
F  5.58  -1.96  -1.76
F  3.63  -2.94  -1.74
F  4.85  -3.83  -4.02
F  3.42  -2.30  -4.57
H  7.31  -1.89  -5.61
H  6.61  -3.45  -5.33
H  7.93  -4.76  -3.38
H  3.92  -1.07  -2.39

[4]
Below is an isolated molecule of C26H29ClN4O, with properties calculated with ωB97M-V/def2-TZVPD.

Computed properties:
- Spin multiplicity: 1
- HOMO-LUMO gap: 0.327 hartree
- HOMO level: -8.282 eV
- ΔE to the lowest compared entry with this formula, charge and spin: 0.0985 eV

Atoms and positions in Å:
C  1.08  7.29  -0.18
C  0.64  6.23  -0.85
C  -0.61  5.48  -0.50
N  -0.34  4.07  -0.35
C  0.45  3.48  0.57
C  0.44  2.13  0.31
C  -0.40  2.00  -0.82
N  -0.85  3.18  -1.20
C  -0.78  0.78  -1.58
H  0.09  0.34  -2.07
H  -1.21  0.02  -0.93
H  -1.51  1.05  -2.34
C  1.16  1.09  1.11
N  1.98  0.19  0.31
C  2.86  0.84  -0.65
C  3.25  -0.17  -1.73
H  4.14  0.20  -2.25
H  2.45  -0.24  -2.47
C  3.53  -1.56  -1.14
C  2.40  -2.57  -1.38
O  2.62  -3.66  -1.87
N  1.19  -2.12  -0.98
C  0.00  -2.84  -0.90
C  -0.27  -3.94  -1.71
C  -1.49  -4.59  -1.58
C  -2.43  -4.17  -0.67
C  -2.17  -3.07  0.15
C  -0.95  -2.42  0.03
H  -0.72  -1.59  0.68
C  -3.16  -2.61  1.14
C  -3.36  -1.25  1.36
C  -4.28  -0.83  2.30
C  -5.01  -1.74  3.04
C  -4.81  -3.09  2.83
C  -3.90  -3.53  1.89
H  -3.74  -4.59  1.75
H  -5.38  -3.81  3.40
H  -5.73  -1.39  3.77
Cl  -4.51  0.87  2.55
H  -2.82  -0.52  0.78
H  -3.39  -4.67  -0.60
H  -1.70  -5.45  -2.21
H  0.47  -4.28  -2.41
H  1.19  -1.20  -0.53
C  3.84  -1.45  0.36
C  2.75  -0.72  1.15
H  3.22  -0.16  1.98
H  2.05  -1.43  1.60
H  3.99  -2.44  0.78
H  4.78  -0.91  0.46
H  4.41  -2.00  -1.63
H  3.75  1.25  -0.15
H  2.32  1.68  -1.11
H  1.76  1.61  1.87
H  0.43  0.46  1.64
H  0.95  4.05  1.33
H  -1.05  5.87  0.43
H  -1.34  5.56  -1.31
H  1.18  5.85  -1.70
H  1.98  7.80  -0.47
H  0.55  7.68  0.67

Going through the records in order, we get total energy values of -2926.17331; -2717.28310; -4803.48529; -1762.62394 hartree.